No. 1
{"formula": "C6H9N", "method": "the ωB97M-V functional and the def2-TZVPD basis", "e_above_lowest_kj_mol": 364.5, "homo_ev": -9.34, "smiles": "CC#CC[C@H]1CN1", "gap_ev": 10.389, "total_energy_ev": -7854.38170, "symbols": ["N", "C", "C", "C", "C", "C", "C", "H", "H", "H", "H", "H", "H", "H", "H", "H"], "positions_angstrom": [[-2.429, -0.955, -1.143], [-2.004, 0.426, -1.430], [0.914, -0.203, 0.597], [-1.502, -0.287, -0.230], [-0.021, -0.649, -0.444], [2.827, 0.564, 2.293], [1.789, 0.156, 1.343], [3.832, 0.378, 1.896], [2.725, 0.002, 3.227], [0.291, -0.123, -1.352], [2.750, 1.631, 2.526], [-3.415, -0.711, -1.149], [-1.408, 0.432, -2.336], [-2.664, 1.285, -1.317], [0.093, -1.717, -0.632], [-1.755, -0.114, 0.828]], "forces_ev_per_a": [[-0.30, 0.31, -1.10], [0.60, 0.74, -0.20], [0.14, -0.06, 0.17], [0.29, 0.34, -0.02], [0.10, -0.21, -0.07], [0.00, 0.01, 0.05], [-0.28, -0.08, -0.06], [-0.22, 0.01, 0.01], [0.04, 0.10, -0.10], [0.06, -0.40, 0.07], [0.00, -0.15, -0.04], [-0.31, -1.12, 1.68], [0.43, 0.64, 0.30], [-0.34, -0.44, -0.04], [0.02, -0.10, 0.11], [-0.25, 0.41, -0.76]]}


No. 2
{"formula": "C4H9O10PS2", "method": "the ωB97M-V functional and the def2-TZVPD basis", "charge": -2, "homo_ev": -0.19, "gap_ev": 3.734, "total_energy_ev": -55731.78542, "symbols": ["S", "S", "P", "O", "O", "O", "O", "O", "O", "O", "O", "O", "O", "C", "C", "C", "C", "H", "H", "H", "H", "H", "H", "H", "H", "H"], "positions_angstrom": [[-2.174, -3.456, -0.933], [3.846, 3.719, 2.382], [0.701, 1.166, 1.256], [3.589, 3.168, 3.727], [1.990, 0.992, 0.476], [3.193, 2.826, 1.342], [5.304, 3.758, 2.101], [-1.303, -2.037, 1.167], [-0.409, 0.005, 0.733], [3.255, 5.073, 2.244], [0.814, 1.124, 2.691], [0.888, -1.711, 1.425], [0.038, 2.545, 0.826], [-2.138, -1.902, 0.050], [-0.176, -1.251, 1.116], [-2.774, -2.774, -2.518], [-1.641, -1.979, -3.208], [-1.854, -1.100, -0.619], [-1.714, -2.008, -4.291], [-1.728, -0.946, -2.886], [-3.557, -2.065, -2.261], [-3.187, -3.556, -3.138], [-0.667, -2.302, -2.868], [2.651, 1.730, 0.886], [0.200, 2.713, -0.107], [-3.148, -1.732, 0.409]], "forces_ev_per_a": [[-0.09, -0.47, 0.02], [0.72, 0.68, 0.97], [1.36, 1.08, 1.43], [-0.02, -0.04, -0.33], [-1.06, -1.55, -1.76], [-0.16, -0.13, -0.77], [-0.37, -0.12, -0.16], [0.12, 0.42, -0.71], [-0.28, -0.13, -0.48], [0.00, -0.37, -0.21], [-0.91, -0.65, 1.36], [-1.00, 0.26, -0.15], [-0.96, -0.54, -0.79], [-0.87, -0.25, -0.19], [1.77, -0.61, 0.60], [1.01, 0.89, 0.53], [-0.60, 0.09, 0.31], [0.17, 0.19, 0.10], [0.06, -0.01, -0.15], [0.09, 0.26, -0.18], [-0.43, -0.14, -0.14], [-0.01, -0.34, 0.08], [0.22, -0.32, -0.18], [1.18, 1.35, 0.82], [0.22, 0.31, -0.07], [-0.17, 0.12, 0.03]]}


No. 3
{"formula": "C28H27Cl4GeN2O2Ru", "method": "the ωB97M-V functional and the def2-TZVPD basis", "e_above_lowest_kj_mol": 24.3, "charge": 2, "homo_ev": [-13.62, -13.64], "gap_ev": [5.769, 5.774], "multiplicity": 2, "total_energy_ev": -145723.99459, "symbols": ["Ru", "Ge", "Cl", "Cl", "Cl", "Cl", "O", "O", "N", "N", "C", "C", "C", "C", "C", "C", "C", "C", "C", "C", "C", "C", "C", "C", "C", "C", "C", "C", "C", "C", "C", "C", "C", "C", "C", "C", "C", "C", "H", "H", "H", "H", "H", "H", "H", "H", "H", "H", "H", "H", "H", "H", "H", "H", "H", "H", "H", "H", "H", "H", "H", "H", "H", "H", "H"], "positions_angstrom": [[-0.775, 0.370, -1.008], [-1.771, 1.229, -4.567], [-2.185, -0.332, -3.000], [-0.357, 0.334, -5.875], [5.750, -0.142, -6.200], [-3.640, 1.527, -5.515], [0.685, -0.714, -1.852], [0.369, 1.334, -2.466], [0.287, 0.897, 0.482], [-1.712, -2.944, 2.444], [-2.805, -1.342, 0.876], [-0.862, -1.901, 3.094], [1.505, 0.354, 0.904], [-2.028, -2.619, 0.996], [-1.185, 4.228, 1.118], [-0.811, 3.125, 3.229], [-4.770, -0.054, 1.470], [4.401, -0.024, -5.145], [-2.348, -0.285, 0.096], [-4.311, 1.009, 0.705], [-1.273, 4.219, 2.505], [2.236, 0.164, -3.454], [-1.108, -4.305, 2.578], [3.693, 0.652, 1.885], [-3.126, 0.866, -0.003], [1.084, 0.267, -2.585], [2.876, -1.064, -3.625], [3.955, -0.698, 1.688], [3.960, -1.160, -4.475], [3.772, 1.204, -4.980], [-0.193, 2.039, 1.174], [2.684, 1.296, -4.135], [-0.259, 2.041, 2.571], [3.000, -1.522, 1.087], [1.790, -1.003, 0.688], [-4.030, -1.225, 1.534], [-0.657, 3.138, 0.447], [2.477, 1.184, 1.501], [4.467, -2.102, -4.630], [1.055, -1.625, 0.199], [2.288, 2.240, 1.617], [-1.333, -0.931, 2.959], [2.179, 2.243, -3.996], [-0.935, -4.516, 3.630], [-4.435, -2.067, 2.092], [-0.533, 3.163, -0.628], [-2.606, -2.949, 2.937], [2.515, -1.939, -3.101], [4.139, 2.069, -5.515], [3.217, -2.570, 0.922], [-1.514, 5.094, 0.559], [-2.830, 1.684, -0.669], [-1.786, -5.040, 2.155], [-5.716, 0.018, 1.989], [-4.892, 1.918, 0.622], [-0.769, -2.134, 4.152], [-1.081, -2.560, 0.465], [0.117, -1.916, 2.621], [-1.691, 5.070, 3.026], [-0.875, 3.123, 4.308], [0.106, 1.186, 3.128], [-0.164, -4.313, 2.038], [4.910, -1.110, 1.989], [4.443, 1.295, 2.324], [-2.592, -3.472, 0.619]], "forces_ev_per_a": [[0.15, 1.25, 1.87], [0.17, 0.17, -0.03], [-0.07, -0.07, 0.17], [-0.01, -0.03, -0.03], [0.00, 0.00, 0.00], [-0.10, -0.02, -0.05], [0.24, 0.05, -0.25], [0.25, -0.42, -0.37], [-0.96, -0.27, -1.20], [0.07, 0.01, -0.05], [-0.08, -0.07, -0.05], [-0.01, -0.06, -0.06], [0.41, 0.02, 0.15], [0.02, -0.01, 0.07], [-0.04, 0.06, 0.12], [0.00, -0.04, -0.01], [0.02, -0.01, -0.01], [0.04, -0.02, -0.03], [0.24, -0.27, -0.27], [-0.01, 0.05, -0.04], [0.00, 0.01, -0.11], [0.04, 0.06, -0.06], [-0.01, 0.06, -0.01], [0.04, -0.09, -0.01], [-0.01, -0.09, 0.14], [-0.13, -0.13, 0.08], [0.04, -0.03, 0.01], [-0.09, -0.08, -0.08], [-0.03, -0.07, 0.04], [-0.05, 0.11, 0.01], [-0.08, -0.02, 0.09], [0.03, 0.03, -0.02], [-0.01, -0.07, -0.01], [0.26, 0.05, 0.12], [-0.16, 0.17, 0.06], [-0.02, 0.01, 0.03], [0.08, -0.07, -0.05], [-0.26, -0.17, -0.17], [-0.01, 0.01, 0.01], [-0.02, -0.01, 0.05], [-0.02, 0.04, 0.02], [-0.02, 0.00, -0.01], [0.01, -0.02, -0.01], [-0.01, 0.01, 0.01], [0.00, 0.04, 0.00], [0.01, -0.03, -0.04], [-0.03, -0.01, 0.03], [0.01, 0.01, -0.01], [-0.02, -0.01, 0.02], [0.01, 0.01, 0.01], [0.00, -0.02, 0.01], [0.05, 0.04, -0.04], [-0.01, 0.00, -0.01], [0.01, 0.00, -0.01], [0.00, -0.02, 0.01], [-0.01, -0.02, 0.01], [0.05, 0.00, 0.01], [0.00, 0.01, -0.02], [0.01, 0.00, -0.01], [0.00, 0.00, -0.01], [0.02, 0.03, -0.01], [0.00, 0.01, -0.01], [-0.02, 0.00, 0.00], [-0.01, -0.02, 0.00], [0.00, -0.02, -0.01]]}


No. 4
{"formula": "C5H10N3O2", "method": "the ωB97M-V functional and the def2-TZVPD basis", "e_above_lowest_kj_mol": 259.1, "charge": 1, "homo_ev": -13.37, "gap_ev": 9.165, "total_energy_ev": -13903.47257, "symbols": ["O", "O", "N", "N", "N", "C", "C", "C", "C", "C", "H", "H", "H", "H", "H", "H", "H", "H", "H", "H"], "positions_angstrom": [[3.278, -0.842, -0.074], [0.449, 1.798, 1.243], [1.182, -0.022, 0.066], [-2.712, -0.775, 0.742], [-0.740, -1.532, -0.055], [2.519, 0.038, 0.229], [0.351, 1.070, 0.198], [-0.375, 1.635, -0.954], [0.612, -1.206, -0.614], [-1.442, -0.563, 0.476], [-0.912, -2.464, -0.159], [0.321, 2.117, -1.570], [-0.880, 0.743, -1.540], [-3.136, -1.703, 0.749], [-3.247, -0.068, 1.304], [1.347, -1.966, -0.466], [2.991, 1.053, 0.675], [0.597, -0.998, -1.724], [-1.090, 2.286, -0.662], [0.886, 1.401, 2.135]], "forces_ev_per_a": [[-0.58, 0.00, 0.02], [1.33, 0.13, 3.23], [-2.65, -0.51, -0.60], [-1.25, 0.69, 1.63], [3.29, 2.82, -0.59], [3.88, 1.81, 1.27], [-0.89, -1.56, 0.65], [0.18, -4.30, -1.45], [-0.34, 1.09, -0.81], [0.28, 0.78, -0.03], [-1.31, -3.00, -0.21], [1.14, 0.79, -1.15], [1.17, 2.08, 0.98], [0.09, 0.22, -0.20], [0.93, -1.03, -1.00], [0.15, -0.82, 0.24], [-1.50, -1.80, -0.83], [-0.38, -0.27, 1.07], [-2.30, 2.00, 1.02], [-1.23, 0.87, -3.26]]}


No. 5
{"formula": "C31H44BeGeNO4P2", "method": "the ωB97M-V functional and the def2-TZVPD basis", "e_above_lowest_kj_mol": 10.2, "charge": 1, "homo_ev": -11.20, "gap_ev": 8.357, "total_energy_ev": -118034.66265, "symbols": ["Ge", "P", "P", "O", "O", "O", "O", "N", "C", "C", "C", "C", "C", "C", "C", "C", "C", "C", "C", "C", "C", "C", "C", "C", "C", "C", "C", "C", "C", "C", "C", "C", "C", "C", "C", "C", "C", "C", "C", "Be", "H", "H", "H", "H", "H", "H", "H", "H", "H", "H", "H", "H", "H", "H", "H", "H", "H", "H", "H", "H", "H", "H", "H", "H", "H", "H", "H", "H", "H", "H", "H", "H", "H", "H", "H", "H", "H", "H", "H", "H", "H", "H", "H", "H"], "positions_angstrom": [[2.935, -0.961, -1.951], [-1.056, -1.745, -0.885], [-0.165, 0.300, 1.774], [-1.583, -1.658, -2.382], [-0.190, -3.073, -0.899], [-2.323, -2.277, -0.038], [-2.280, 3.279, -0.513], [-0.975, 1.509, -0.869], [3.949, 0.238, -3.128], [-3.558, -1.548, -0.015], [1.777, 0.088, -0.742], [1.436, -1.491, 3.124], [4.248, -1.878, -0.813], [0.129, -1.215, 2.717], [2.107, -2.329, -3.097], [0.814, -3.350, 0.092], [-3.786, 2.103, 1.370], [-1.863, 0.841, 2.114], [-0.563, -3.372, 3.542], [0.242, 0.724, -3.667], [2.162, 3.586, 2.365], [1.736, -2.699, 3.734], [0.837, 1.585, 2.566], [-2.488, 1.643, 1.147], [1.456, 2.547, 1.774], [-1.846, 2.091, -0.114], [1.639, 2.704, 4.542], [-3.841, 0.987, 3.492], [-4.466, 1.758, 2.526], [-0.827, 1.769, -3.407], [-1.749, 3.515, -1.832], [-0.866, -2.172, 2.916], [-0.701, 2.413, -2.026], [0.929, 1.670, 3.956], [-0.731, 2.858, -4.480], [-2.037, -2.831, -3.092], [-2.542, 0.543, 3.288], [0.736, -3.638, 3.950], [2.253, 3.663, 3.745], [0.049, 0.158, -0.402], [0.318, 2.795, -1.902], [2.085, 1.120, -0.972], [0.970, -4.575, 4.437], [4.972, -2.434, -1.411], [0.348, -3.719, 1.003], [-1.344, -4.103, 3.703], [-1.527, 3.600, -4.421], [1.399, -2.455, 0.301], [2.647, 4.329, 1.746], [-2.534, -2.473, -3.989], [2.255, -0.096, 0.233], [0.227, 3.380, -4.406], [-4.358, 0.736, 4.408], [3.766, -2.581, -0.132], [4.341, 1.087, -2.565], [2.887, -2.730, -3.747], [1.692, -3.154, -2.523], [4.796, -0.303, -3.552], [1.401, 2.474, 0.695], [-3.729, -1.033, -0.962], [-4.350, -2.275, 0.144], [1.321, -1.925, -3.733], [-3.559, -0.825, 0.801], [-1.817, 1.300, -3.454], [1.458, -4.116, -0.331], [-2.579, 3.411, -2.531], [0.455, 0.920, 4.579], [-4.263, 2.731, 0.632], [2.808, 4.469, 4.205], [-1.877, -1.993, 2.576], [0.217, -0.084, -2.944], [2.220, -0.760, 2.969], [0.108, 0.289, -4.659], [-1.362, 4.529, -1.868], [-2.734, -3.403, -2.481], [2.751, -2.903, 4.047], [3.352, 0.619, -3.956], [-0.781, 2.408, -5.471], [-1.182, -3.448, -3.356], [4.793, -1.148, -0.213], [1.232, 1.182, -3.631], [1.713, 2.764, 5.619], [-5.478, 2.109, 2.677], [-2.055, -0.049, 4.051]], "forces_ev_per_a": [[-0.01, -0.05, 0.04], [-0.03, -0.01, -0.06], [0.04, 0.00, 0.00], [-0.01, -0.02, 0.03], [-0.05, 0.01, 0.04], [0.05, 0.03, 0.00], [-0.02, -0.04, 0.01], [0.01, 0.00, 0.04], [0.00, -0.01, 0.02], [-0.03, 0.01, -0.02], [0.01, 0.10, 0.01], [0.00, -0.01, 0.01], [-0.03, 0.00, 0.00], [0.00, 0.00, 0.05], [0.01, 0.02, 0.00], [0.03, -0.02, -0.02], [-0.01, 0.00, 0.01], [-0.02, 0.03, -0.08], [0.01, 0.00, 0.01], [0.03, -0.01, 0.01], [0.00, 0.01, 0.01], [0.01, 0.00, 0.00], [-0.01, -0.01, 0.04], [-0.02, -0.02, 0.06], [0.00, -0.01, -0.01], [0.00, 0.03, 0.00], [0.00, 0.00, 0.00], [0.02, -0.01, 0.00], [0.00, 0.01, -0.01], [-0.01, 0.02, 0.00], [0.00, -0.01, -0.04], [0.00, 0.01, 0.00], [0.03, 0.03, -0.01], [-0.01, 0.00, 0.00], [0.00, -0.01, 0.02], [0.00, 0.00, -0.02], [0.00, 0.00, 0.01], [-0.01, 0.00, 0.00], [0.00, 0.01, -0.01], [0.03, -0.13, -0.05], [-0.01, 0.00, -0.03], [-0.04, 0.02, -0.03], [0.00, 0.00, 0.00], [0.00, 0.00, -0.02], [0.00, -0.01, -0.01], [-0.01, -0.01, 0.00], [-0.01, 0.01, 0.01], [0.01, 0.01, 0.01], [0.00, 0.00, 0.00], [0.00, 0.00, 0.00], [0.04, 0.01, -0.02], [0.01, 0.00, 0.00], [0.00, 0.00, 0.01], [0.00, 0.00, 0.01], [0.00, 0.01, 0.01], [0.01, 0.00, 0.00], [0.00, -0.01, 0.00], [0.01, 0.00, -0.01], [0.00, -0.01, -0.02], [0.00, 0.00, 0.00], [0.00, 0.01, 0.00], [-0.03, 0.03, -0.01], [0.00, -0.01, 0.00], [0.00, 0.00, -0.01], [0.01, 0.01, 0.00], [0.01, 0.02, -0.01], [0.00, 0.01, 0.01], [0.00, 0.00, 0.00], [0.00, 0.00, 0.00], [-0.01, 0.01, 0.00], [0.00, -0.01, -0.01], [0.00, 0.00, 0.00], [0.00, -0.01, -0.01], [0.01, -0.01, 0.01], [0.00, 0.00, 0.00], [0.01, 0.00, 0.00], [-0.02, 0.00, 0.00], [0.00, 0.00, 0.00], [0.00, 0.00, 0.00], [0.01, 0.00, 0.00], [0.00, 0.00, 0.00], [0.00, 0.00, 0.01], [0.00, 0.00, 0.00], [0.00, 0.00, 0.00]]}


No. 6
{"formula": "C10H27BCoF4NO6", "method": "the ωB97M-V functional and the def2-TZVPD basis", "e_above_lowest_kj_mol": 0.0, "charge": 1, "homo_ev": [-13.17, -13.17], "gap_ev": [10.192, 10.167], "multiplicity": 4, "total_energy_ev": -73756.21793, "symbols": ["Co", "F", "F", "F", "F", "O", "O", "O", "O", "O", "O", "N", "C", "C", "C", "C", "C", "C", "C", "C", "C", "C", "B", "H", "H", "H", "H", "H", "H", "H", "H", "H", "H", "H", "H", "H", "H", "H", "H", "H", "H", "H", "H", "H", "H", "H", "H", "H", "H", "H"], "positions_angstrom": [[0.488, 0.178, 0.277], [0.678, 2.162, 1.043], [2.564, 1.267, 0.221], [2.691, 2.759, 1.991], [2.134, 3.508, -0.133], [-0.567, -1.694, -0.174], [-2.646, 1.912, 0.286], [1.468, -0.665, 1.925], [1.911, -0.727, -1.203], [-1.014, 0.263, 1.815], [-1.703, -4.492, -0.848], [-0.317, 0.943, -1.581], [-0.574, -4.144, -0.060], [2.582, -1.964, -1.298], [-0.605, -0.322, 3.069], [-2.418, 3.191, 0.856], [1.676, -0.143, -2.481], [-2.586, 1.926, -1.118], [-1.202, 2.149, -1.714], [0.892, -0.197, 3.165], [-0.740, -2.853, 0.683], [0.943, 1.175, -2.333], [2.089, 2.489, 0.792], [0.320, -4.120, -0.696], [0.032, -2.806, 1.449], [-0.413, -4.968, 0.633], [2.649, 0.041, -2.945], [3.518, -1.886, -1.859], [-2.841, 3.204, 1.863], [-1.058, -1.876, -0.981], [-1.676, -4.020, -1.685], [-1.317, 2.356, -2.781], [1.160, 0.859, 3.264], [1.105, -0.823, -3.125], [-3.268, 2.696, -1.505], [-1.729, -2.792, 1.136], [-0.811, 0.278, -2.179], [1.986, -2.740, -1.795], [-0.737, 2.997, -1.212], [1.566, 1.958, -1.913], [-1.945, 0.501, 1.871], [2.825, -2.310, -0.294], [-1.360, 3.430, 0.935], [2.232, -1.220, 2.095], [-0.913, -1.370, 3.120], [-1.070, 0.224, 3.890], [0.703, 1.417, -3.379], [-3.000, 0.971, -1.461], [1.258, -0.692, 4.063], [-2.963, 3.969, 0.308]], "forces_ev_per_a": [[-0.09, -0.04, -0.29], [-0.23, -0.14, -0.21], [-0.08, 0.08, 0.11], [-0.09, -0.12, -0.23], [-0.01, -0.23, 0.12], [0.08, -0.51, 0.10], [0.14, -0.12, 0.12], [-0.35, -0.47, 0.64], [-0.45, -0.02, -0.29], [0.33, -0.53, 0.81], [-0.08, 0.28, 0.14], [-0.03, 0.80, -0.40], [0.10, -0.56, -0.67], [0.29, -0.62, 0.09], [-0.06, -0.05, -0.09], [-0.41, 0.40, 0.42], [0.58, 0.34, 0.21], [-0.26, -0.19, -0.38], [-0.04, -0.17, 0.64], [-0.15, 1.07, 0.19], [0.10, 0.20, 0.17], [-0.05, -0.72, -1.01], [0.24, 0.46, 0.14], [0.07, 0.17, 0.13], [-0.04, 0.25, 0.01], [-0.18, 0.08, 0.18], [-0.06, -0.02, -0.18], [-0.05, 0.29, 0.06], [0.08, -0.24, -0.04], [-0.05, 0.25, -0.07], [-0.01, -0.18, -0.12], [0.04, 0.21, 0.02], [0.02, -0.07, -0.09], [-0.02, -0.15, 0.12], [0.16, 0.05, -0.01], [-0.01, -0.10, 0.11], [0.06, -0.40, 0.47], [-0.18, 0.21, 0.05], [0.22, -0.02, -0.18], [-0.18, 0.02, 0.28], [-0.04, 0.27, -0.63], [-0.08, 0.10, 0.01], [0.10, 0.05, -0.15], [0.19, 0.15, -0.21], [-0.07, 0.05, -0.07], [0.05, -0.03, 0.08], [0.01, 0.47, 0.21], [0.08, -0.03, 0.08], [0.16, -0.40, -0.28], [0.20, -0.07, -0.13]]}


Record-wise max |F| values, in Eh/bohr: 0.03961, 0.05003, 0.04389, 0.08838, 0.00278, 0.02419
Record-wise M values, in g mol⁻¹: 95.145, 312.214, 739.028, 144.154, 638.266, 403.064